# 1
{"formula": "C20H21BrF13INO3", "method": "ωB97M-V/def2-TZVPD", "homo_energy_ev": -12.4427, "total_charge": 1, "molar_mass_g_mol": 777.174, "homo_lumo_gap_ev": 7.9, "multiplicity": 1, "species": ["C", "C", "C", "O", "C", "C", "I", "C", "C", "C", "C", "C", "F", "F", "C", "F", "F", "C", "F", "F", "C", "F", "F", "C", "F", "F", "C", "F", "F", "F", "C", "N", "C", "C", "O", "Br", "H", "H", "H", "H", "H", "H", "H", "H", "H", "H", "H", "H", "H", "H", "H", "C", "C", "O", "H", "H", "H", "H", "H", "H"], "coordinates": [[2.8626, -0.5823, -0.1692], [2.7890, 0.4505, -1.3873], [2.9307, 1.9490, -0.9178], [1.7606, 2.7890, -1.1497], [0.6079, 2.2166, -0.7393], [0.2414, 1.9642, 0.6422], [1.5224, 2.4783, 2.2723], [-1.0470, 1.3646, 0.9874], [-1.9557, 1.0467, -0.1060], [-3.3855, 0.4403, 0.1091], [-3.3361, -1.0573, 0.6070], [-3.7342, -2.1181, -0.4692], [-4.0041, -1.6056, -1.7159], [-4.9200, -2.7033, -0.0226], [-2.7072, -3.3334, -0.5752], [-3.4136, -4.3790, -1.1439], [-2.3381, -3.7175, 0.6816], [-1.5025, -3.0402, -1.5465], [-1.8684, -3.2815, -2.8414], [-1.2278, -1.6680, -1.5008], [-0.1428, -3.7522, -1.1673], [0.7689, -3.3329, -2.1260], [0.3423, -3.2547, 0.0185], [-0.1770, -5.3255, -1.1946], [-0.9712, -5.8465, -2.1689], [-0.5979, -5.8656, -0.0017], [1.2942, -5.8889, -1.4333], [1.3056, -7.1923, -1.0086], [1.6042, -5.9378, -2.7569], [2.2354, -5.2465, -0.7085], [-1.5193, 1.3287, -1.4529], [-0.2943, 1.8970, -1.7411], [-0.0219, 2.1656, -3.1817], [0.2961, 0.8840, -4.0298], [1.3779, 0.6711, -4.4432], [-1.1204, -0.3963, -4.4512], [1.8661, -1.0109, 0.0936], [3.3796, -0.1273, 0.7136], [3.4983, -1.4419, -0.5175], [1.9142, 0.2438, -2.0441], [3.6977, 0.2167, -2.0069], [3.7549, 2.4042, -1.5294], [3.2993, 1.9469, 0.1336], [-1.3249, 1.1962, 2.0500], [-3.8195, 1.0400, 0.9575], [-4.0485, 0.6286, -0.7650], [-4.0296, -1.1486, 1.4759], [-2.3006, -1.2720, 0.9781], [-2.2342, 1.0597, -2.2656], [0.7256, 2.9853, -3.3055], [-0.9853, 2.5818, -3.5904], [0.8927, 5.8719, 5.7039], [1.9598, 4.7963, 5.7668], [2.9174, 4.9812, 4.7258], [0.3853, 5.8516, 4.7369], [0.1515, 5.7340, 6.4935], [1.3377, 6.8643, 5.8106], [1.5143, 3.8083, 5.6387], [2.4781, 4.8188, 6.7300], [3.3157, 5.8509, 4.8479]], "forces_ev_per_a": [[0.201, -0.150, -0.945], [0.806, -0.509, 0.763], [1.889, -1.050, -0.880], [-1.017, -0.974, 0.722], [-0.606, -0.240, 0.902], [-1.308, -0.681, -0.286], [-0.601, 0.006, -0.811], [0.831, 0.647, -2.555], [1.029, 0.460, -0.921], [0.753, 0.712, 1.015], [0.325, 0.593, -0.333], [-0.829, -0.455, 1.129], [0.555, -0.408, 1.037], [1.170, 0.549, -0.635], [-1.698, -0.595, -0.879], [1.030, 0.945, 0.688], [0.031, 0.547, -1.218], [0.177, 0.981, -0.246], [0.546, -0.129, 1.642], [-0.182, -1.267, 0.437], [0.530, 0.873, -0.704], [-1.051, -0.636, 0.723], [-1.000, -0.859, -1.048], [0.751, -1.374, 0.591], [0.604, 1.058, 0.721], [0.304, 1.207, -1.124], [0.463, -2.047, -0.136], [-0.182, 1.436, -0.382], [-0.227, 0.719, 1.575], [-0.952, -0.142, -0.976], [-0.706, -0.322, 2.301], [-0.707, -0.545, 0.710], [-1.422, 0.799, -0.688], [0.547, 0.245, 0.322], [0.092, 0.150, -0.060], [0.097, 0.693, 0.266], [0.744, 0.525, 0.046], [-0.617, -0.414, -0.674], [-0.668, 0.711, 0.496], [0.603, 0.294, 0.576], [-0.964, 0.442, 0.384], [-1.092, -0.043, 0.543], [-0.744, 0.369, -0.689], [0.292, 0.151, -0.933], [0.294, -0.549, -0.849], [0.636, -0.360, 0.539], [0.503, -0.248, -0.842], [-0.926, 0.094, -0.298], [1.087, 0.522, 0.459], [-0.227, -1.203, 0.189], [0.886, -0.421, 0.400], [-0.113, -0.034, -0.013], [0.088, 0.481, 0.025], [-0.017, -0.276, -0.161], [-0.004, -0.067, 0.050], [0.020, 0.066, -0.015], [-0.020, -0.038, 0.111], [0.143, -0.009, -0.074], [-0.144, -0.110, 0.073], [-0.007, -0.120, -0.057]]}

***

# 2
{"formula": "C20H21BrN3O6PPt", "method": "ωB97M-V/def2-TZVPD", "homo_energy_ev": -7.7918, "molar_mass_g_mol": 705.359, "homo_lumo_gap_ev": 7.9, "e_above_lowest_kcal_mol": 9.67, "multiplicity": 1, "species": ["Pt", "Br", "C", "C", "C", "C", "C", "C", "C", "C", "C", "C", "H", "H", "H", "H", "H", "H", "C", "O", "P", "O", "C", "O", "C", "H", "H", "H", "H", "H", "H", "H", "H", "H", "O", "N", "O", "O", "N", "C", "N", "C", "C", "C", "C", "C", "C", "H", "H", "H", "H", "H", "H"], "coordinates": [[-0.1819, -1.0073, -0.5651], [-1.6018, -1.5514, 1.8879], [-0.1542, -0.8327, 2.8870], [-0.3616, -0.6386, 4.2199], [0.7060, -0.1772, 5.0184], [1.9310, 0.0311, 4.4635], [2.1603, -0.1752, 3.0812], [3.4524, 0.0114, 2.5342], [3.6704, -0.1969, 1.2082], [2.5989, -0.5436, 0.3569], [1.3115, -0.7162, 0.8181], [1.0915, -0.5822, 2.2299], [-1.3241, -0.8557, 4.6603], [0.5454, -0.0149, 6.0762], [2.7617, 0.3562, 5.0786], [4.2599, 0.3080, 3.1930], [4.6660, -0.0811, 0.7962], [2.7997, -0.6753, -0.6999], [-3.3439, 0.7185, -1.2440], [-3.2515, -0.5891, -1.8173], [-1.8340, -1.2666, -2.1142], [-2.3223, -2.7249, -2.5219], [-2.7064, -3.6970, -1.5277], [-1.5018, -0.6335, -3.5491], [-0.5855, -1.2996, -4.4353], [-4.2488, 0.7414, -0.6420], [-3.4118, 1.4623, -2.0384], [-2.4882, 0.9343, -0.6088], [-2.7583, -4.6519, -2.0424], [-3.6866, -3.4374, -1.1280], [-1.9604, -3.7530, -0.7390], [-0.4790, -0.6532, -5.3029], [-0.9990, -2.2591, -4.7406], [0.3712, -1.4660, -3.9450], [0.1811, -3.0843, -0.4568], [0.9148, -3.5818, -1.4336], [0.9533, -4.7937, -1.4982], [1.4451, -2.8324, -2.2375], [1.0330, 2.6707, -2.0255], [0.7214, 1.3594, -2.0959], [0.0697, 0.9511, -1.0373], [-0.0469, 2.0623, -0.1977], [-0.6219, 2.1765, 1.0654], [-0.5703, 3.4145, 1.6686], [0.0357, 4.5137, 1.0351], [0.6086, 4.4074, -0.2147], [0.5562, 3.1537, -0.8161], [1.5277, 3.1869, -2.7307], [0.9995, 0.7267, -2.9208], [-1.0688, 1.3169, 1.5448], [-0.9971, 3.5446, 2.6540], [0.0567, 5.4682, 1.5440], [1.0776, 5.2557, -0.6949]], "forces_ev_per_a": [[0.710, -0.423, -0.645], [-0.415, -0.083, 0.344], [0.272, 0.004, -0.216], [0.143, 0.032, -0.064], [-0.071, -0.003, 0.071], [0.060, 0.025, 0.040], [-0.088, -0.045, -0.102], [-0.030, 0.016, 0.117], [0.037, -0.017, -0.138], [-0.186, 0.037, 0.130], [0.261, 0.027, 0.034], [-0.080, -0.028, 0.072], [-0.012, -0.004, -0.005], [0.000, -0.004, 0.002], [0.003, -0.001, -0.003], [-0.013, -0.004, 0.009], [-0.013, -0.001, -0.006], [0.014, -0.003, -0.038], [-0.100, -0.053, -0.029], [0.042, 0.179, 0.147], [-0.185, -0.208, -0.263], [0.193, -0.012, -0.063], [-0.016, 0.078, -0.067], [-0.143, -0.087, -0.121], [-0.115, 0.041, 0.054], [-0.015, 0.015, -0.018], [0.022, -0.006, 0.001], [0.025, -0.013, 0.056], [-0.007, 0.011, -0.001], [0.009, 0.008, 0.003], [0.023, 0.008, 0.051], [0.048, -0.006, 0.011], [0.014, -0.004, -0.010], [0.117, -0.037, 0.027], [-0.026, 0.163, 0.175], [-0.816, -0.288, 0.037], [0.219, 0.000, 0.134], [0.255, 0.355, -0.053], [-0.055, 0.024, 0.063], [-0.019, -0.086, -0.008], [-0.052, 0.540, 0.455], [-0.011, -0.140, -0.022], [0.038, -0.013, -0.057], [0.020, 0.040, -0.025], [-0.031, -0.003, 0.048], [0.004, -0.009, -0.035], [0.014, 0.018, -0.060], [0.004, -0.002, -0.007], [-0.017, -0.021, -0.043], [-0.033, 0.001, 0.023], [0.001, -0.002, -0.001], [-0.001, -0.005, 0.004], [0.004, -0.010, -0.006]]}

***

Which value of multiplicity does entry 1 give?
1